11
Properties=species:S:1:pos:R:3:forces:R:3 method="wB97M-V/def2-TZVPD" relative_energy_kcal_mol=16.8 e_lumo_ha=0.0345 charge=0 spin_multiplicity=1 gap_ev=10.09 smiles=PCCS mol_weight_g_mol=94.1
P 0.99913 1.27945 1.42539 0.2 -0.5 0.2
C 0.52032 -0.34750 0.65937 0.0 0.1 0.1
C -0.39337 -0.19974 -0.53855 -0.2 -0.4 -0.3
S -0.80290 -1.86672 -1.20702 0.2 0.1 0.2
H -0.29004 1.81296 1.42732 -0.4 0.2 0.1
H 1.30668 1.91168 0.21937 0.2 0.2 -0.4
H 1.44116 -0.86504 0.37424 -0.1 0.0 0.1
H 0.03718 -0.95008 1.43440 0.1 0.0 0.0
H -1.33166 0.28363 -0.26193 0.2 0.1 0.0
H 0.09035 0.36554 -1.33660 0.0 0.1 0.1
H -1.57682 -1.42417 -2.19599 -0.1 0.0 -0.2